Computed, not measured: a structure of composition C50H42AsN6S5SbTc, with ωB97M-V with the def2-TZVPD basis set.

F_max ... 1.7 eV Å⁻¹
Energy ... -6806.9511 Eh
2S+1 ... 4
Gap between HOMO and LUMO (spin up / spin down) ... 5.859 / 5.370 eV

Each line ends with the Löwdin spin population.
Geometry (Å):
Sb: 1.268 1.219 4.176  0.06
Tc: 1.061 -0.062 0.241  1.55
As: -0.030 3.221 1.468  0.00
S: -0.368 1.124 5.824  0.73
S: 5.468 -1.046 1.749  0.00
S: 2.556 -0.565 4.989  0.20
S: 0.117 -0.030 2.314  0.20
S: 1.711 2.423 0.573  0.00
N: 2.091 -0.107 -1.652  0.01
N: 3.166 -0.441 0.830  0.01
N: 0.586 -2.124 0.192  0.00
N: 4.047 -0.237 -2.734  0.01
N: -1.311 -2.080 -1.180  0.01
N: -0.433 -4.086 -0.542  0.00
C: -3.555 -1.525 -2.749  0.00
C: -2.682 -0.433 -2.188  0.00
C: 3.086 -0.054 -3.696  0.00
C: 3.795 -0.698 1.929  0.00
C: -0.729 0.286 -0.848  -0.01
C: -2.659 2.910 4.550  0.03
C: -3.561 1.924 4.197  0.01
C: -0.346 5.617 -0.137  0.00
C: -0.569 4.231 3.949  0.00
C: -0.989 -4.832 -1.599  0.00
C: 3.535 -4.008 1.370  0.00
C: 0.333 -3.507 -3.307  0.00
C: -0.643 -4.582 -2.934  0.00
C: -2.076 -6.418 -3.595  0.00
C: 0.767 0.291 -5.106  0.00
C: 1.890 -4.014 3.109  0.00
C: 0.982 -3.337 2.301  0.00
C: -3.056 5.261 -0.608  0.00
C: 3.153 -4.346 2.660  0.00
C: 4.006 -0.497 -0.256  0.00
C: -1.061 1.589 -1.249  0.02
C: 5.304 -0.826 0.056  0.01
C: -2.396 -6.672 -2.272  0.00
C: -1.055 6.559 -0.862  0.00
C: -0.991 4.487 0.345  0.00
C: 3.406 -0.266 -1.526  0.02
C: -2.143 1.898 -2.053  0.00
C: -1.498 2.521 2.492  0.01
C: -1.208 -5.388 -3.914  0.00
C: -2.408 6.382 -1.099  0.00
C: 0.394 4.372 2.938  0.00
C: 3.167 0.015 -5.079  0.00
C: -2.346 4.313 0.106  0.00
C: -1.849 -5.880 -1.280  0.00
C: -0.349 -2.717 -0.493  0.01
C: 0.604 5.910 5.199  0.00
C: 2.663 -3.307 0.561  0.00
C: -0.397 -3.093 2.827  0.01
C: -2.972 0.887 -2.498  0.02
C: -3.441 1.246 2.993  0.00
C: 1.404 -2.936 1.027  0.00
C: -1.611 3.232 3.692  0.03
C: 1.986 0.179 -5.773  0.00
C: -2.405 1.548 2.128  0.01
C: -1.566 -0.715 -1.382  0.01
C: 1.442 5.268 3.046  0.00
C: 1.855 0.031 -3.004  0.00
C: -0.445 5.013 5.089  0.00
C: 0.682 0.220 -3.730  0.00
C: 1.542 6.050 4.188  0.00
H: -0.155 -2.538 -3.414  0.00
H: -0.270 0.325 -3.244  0.00
H: -0.340 -2.553 3.770  0.00
H: 4.507 -4.286 0.990  0.00
H: -0.560 7.441 -1.240  0.00
H: -2.962 7.118 -1.665  0.00
H: -2.484 -7.034 -4.381  0.00
H: -2.846 3.425 0.471  0.00
H: -0.994 -2.510 2.132  0.00
H: -3.067 -7.479 -2.017  0.00
H: 1.586 -4.276 4.111  0.00
H: -4.114 5.123 -0.784  0.00
H: -2.749 3.411 5.500  0.00
H: -0.407 2.414 -0.976  0.00
H: -4.036 -2.105 -1.960  0.00
H: 0.713 5.752 0.064  0.00
H: -2.991 -2.214 -3.382  0.00
H: -4.355 1.665 4.881  0.00
H: 2.180 5.339 2.251  0.00
H: 0.081 -4.595 0.161  0.00
H: -2.326 2.924 -2.340  0.00
H: 5.041 -0.290 -2.877  0.00
H: 1.101 -3.403 -2.542  0.00
H: -4.138 0.464 2.730  0.00
H: 3.838 -4.872 3.309  0.00
H: 0.694 6.510 6.091  0.00
H: 3.363 -0.734 2.920  0.01
H: -2.083 -6.063 -0.241  0.00
H: 4.113 -0.057 -5.592  0.00
H: -3.825 1.126 -3.115  0.00
H: -4.340 -1.086 -3.360  0.00
H: -1.956 -2.700 -1.649  0.00
H: 0.811 -3.742 -4.255  0.00
H: 2.950 -3.028 -0.446  0.00
H: 6.139 -0.967 -0.600  0.00
H: 2.345 6.765 4.295  0.00
H: -0.940 -5.212 -4.946  0.00
H: -2.253 0.998 1.205  0.00
H: -0.137 0.445 -5.679  0.00
H: -1.158 4.915 5.891  0.00
H: -0.899 -4.043 3.020  0.00
H: 2.004 0.228 -6.850  0.00